40
Properties=species:S:1:pos:R:3:nbo_charge:R:1 method="wB97M-V/def2-TZVPD" largest_force_ev_per_a=18.1 multiplicity=1 homo_lumo_gap_ev=8.257 e_above_lowest_ev=14.694 e_tot_ev=-35250.7978 lumo_energy_ev=-0.43
O -0.75 -1.07 2.47 -0.6865
C -0.08 -1.34 1.34 0.6352
N -0.60 -1.98 0.32 -0.5883
H -0.18 -2.19 -0.54 0.4376
C -2.14 -2.56 0.15 -0.1720
H -2.35 -3.53 0.09 0.1881
H -2.65 -2.33 1.47 0.2211
C -2.92 -1.47 -0.84 -0.4581
C -2.69 -0.02 -0.51 -0.0431
C -3.22 0.54 0.56 -0.1506
C -3.05 2.19 1.01 -0.4255
C -2.28 2.85 -0.16 -0.3169
C -1.01 1.69 -0.66 -0.3672
C -1.58 0.74 -1.22 -0.4607
H -2.07 0.94 -2.34 0.1965
H -0.86 -0.08 -1.38 0.2301
H -0.40 1.39 0.36 0.1905
H -0.42 2.38 -1.15 0.2209
H -1.69 3.79 0.30 0.1818
H -2.85 3.06 -0.79 0.1343
H -2.48 1.96 1.84 0.2114
H -4.05 2.61 1.34 0.2096
H -4.00 0.17 1.23 0.1974
H -4.03 -1.66 -0.48 0.2430
H -2.55 -1.57 -1.97 0.2210
C 1.25 -0.83 1.08 -0.3436
C 1.82 -0.39 2.12 0.1224
N 3.09 0.46 2.01 -0.4373
C 3.58 0.14 1.01 0.4042
N 3.14 -0.45 -0.12 -0.4258
C 1.84 -0.86 -0.23 0.6631
O 1.37 -1.50 -1.34 -0.6678
C 3.93 -0.32 -1.39 -0.2131
C 5.32 -0.27 -1.01 -0.4996
H 5.87 0.39 -1.69 0.2362
H 5.91 -0.88 -0.78 0.1941
S 5.30 0.75 0.45 0.1382
H 3.76 -1.28 -1.69 0.2388
H 3.51 0.50 -2.01 0.2382
H 1.20 0.04 3.17 0.3024